No. 1
ORCA calculation (ωB97M-V/def2-TZVPD) on C23H44F9N4O7P2SSbSe4Ti as an isolated structure.

Element x y z (Å)
Ti (1.24, -0.26, -0.51)
C (-1.76, -3.01, 2.31)
C (-1.84, -3.10, 0.80)
C (-3.24, -3.40, 0.30)
O (-1.29, -1.93, 0.15)
P (-1.89, -0.48, -0.06)
O (-0.65, 0.40, -0.31)
C (-3.06, -0.49, -1.28)
P (-0.09, -0.63, -2.85)
O (0.83, -1.48, -1.89)
O (0.93, 0.72, -2.84)
C (0.48, 1.82, -3.63)
C (1.50, 2.10, -4.71)
C (0.26, 3.02, -2.72)
O (0.43, -1.23, -4.36)
C (-0.54, -1.98, -5.10)
C (-1.10, -3.14, -4.28)
C (-1.66, -1.09, -5.62)
O (-2.38, -0.29, 1.48)
C (-3.22, 0.74, 1.98)
C (-4.69, 0.47, 1.65)
C (-2.77, 2.11, 1.50)
H (-1.63, -4.01, 2.73)
H (-2.65, -2.53, 2.73)
H (-0.90, -2.42, 2.62)
H (-1.16, -3.89, 0.47)
H (-3.93, -2.60, 0.61)
H (-3.58, -4.34, 0.74)
H (-3.27, -3.47, -0.78)
H (-3.15, 0.49, -1.75)
H (-4.03, -0.82, -0.90)
H (-0.48, 1.55, -4.09)
H (2.46, 2.34, -4.26)
H (1.17, 2.94, -5.33)
H (1.63, 1.21, -5.34)
H (1.21, 3.37, -2.33)
H (-0.38, 2.73, -1.88)
H (-0.22, 3.83, -3.27)
H (0.01, -2.39, -5.96)
H (-1.69, -2.75, -3.44)
H (-0.28, -3.73, -3.86)
H (-1.73, -3.78, -4.89)
H (-2.23, -0.69, -4.78)
H (-2.33, -1.66, -6.26)
H (-1.25, -0.26, -6.19)
H (-3.10, 0.68, 3.06)
H (-4.86, 0.59, 0.58)
H (-5.33, 1.17, 2.20)
H (-4.96, -0.54, 1.93)
H (-2.99, 2.23, 0.44)
H (-1.70, 2.22, 1.65)
H (-3.29, 2.89, 2.06)
N (3.00, -3.02, -2.73)
N (3.22, -1.94, -3.62)
C (3.64, -0.77, -3.06)
N (4.11, 0.13, -3.99)
S (3.70, -0.39, -1.45)
H (3.07, -3.88, -3.25)
H (2.09, -2.94, -2.28)
H (2.43, -1.76, -4.26)
H (4.51, -0.31, -4.81)
H (4.71, 0.83, -3.59)
Se (1.13, -5.83, 2.11)
Sb (2.08, -3.75, 2.92)
Se (1.70, -1.81, 1.05)
Se (3.77, -2.84, 0.87)
Se (0.70, -3.32, 4.97)
C (-1.50, 0.13, 5.70)
C (-0.34, 0.98, 5.17)
C (0.91, 0.76, 6.03)
C (-0.72, 2.47, 5.16)
C (-0.04, 0.61, 3.77)
N (0.20, 0.49, 2.66)
H (-1.75, 0.47, 6.71)
H (-1.20, -0.91, 5.74)
H (-2.38, 0.24, 5.07)
H (0.74, 1.21, 7.02)
H (1.78, 1.24, 5.59)
H (1.10, -0.31, 6.16)
H (-0.94, 2.79, 6.18)
H (-1.59, 2.65, 4.53)
H (0.11, 3.07, 4.78)
F (1.43, 4.21, -0.02)
C (1.69, 3.53, 1.11)
F (2.20, 4.43, 1.99)
F (0.54, 3.12, 1.60)
C (2.67, 2.34, 0.83)
O (2.02, 1.32, 0.29)
C (3.79, 2.88, -0.13)
F (4.91, 2.15, -0.07)
F (3.38, 2.88, -1.40)
F (4.15, 4.15, 0.16)
C (3.37, 1.95, 2.18)
F (3.77, 0.69, 2.14)
F (2.55, 2.10, 3.23)
F (4.45, 2.72, 2.44)

multiplicity	3
F_max	2.67	eV/A
electronic energy	-14323.995801	Eh
charge	-2
HOMO (alpha / beta)	-0.040 / -0.054	Eh
energy relative to the best compared isomer or geometry (same formula, charge and spin)	1.820	eV
<S²>	2.03
HOMO-LUMO gap (alpha / beta)	0.17960 / 0.19320	Eh



No. 2
ORCA calculation (ωB97M-V/def2-TZVPD) on one molecule with the formula C3H6N2O.

Element x y z (Å)
C (0.95, 0.68, -0.81)
C (0.22, -0.16, 0.45)
C (-0.20, -1.58, 0.34)
H (-0.94, 1.50, 0.37)
H (2.07, 0.46, -1.11)
H (0.76, 0.23, 1.45)
H (0.21, -2.11, -0.59)
H (-0.35, -2.25, 1.19)
H (-1.69, -0.34, -0.57)
N (0.58, 1.90, -0.83)
N (-1.11, -0.59, 0.30)
O (-0.51, 2.25, -0.19)

F_max	6.11	eV/A
electronic energy	-302.484432	Eh
charge	0
HOMO	-0.355	Eh
energy relative to the best compared isomer or geometry (same formula, charge and spin)	5.678	eV
HOMO-LUMO gap	0.38780	Eh
SMILES	O/N=C\[C@@H]1CN1



No. 3
ORCA calculation (ωB97M-V/def2-TZVPD) on a 10-piece molecular cluster, C85H182N10O10 overall.

Element x y z (Å)
C (-9.66, -25.73, -8.60)
C (-9.97, -27.09, -9.26)
C (-11.37, -27.57, -8.82)
O (-11.86, -28.80, -9.45)
C (-11.57, -30.08, -8.86)
N (-9.88, -26.95, -10.70)
H (-10.49, -25.08, -8.85)
H (-8.66, -25.37, -8.95)
H (-9.72, -25.82, -7.50)
H (-9.26, -27.82, -8.86)
H (-12.07, -26.79, -9.06)
H (-11.48, -27.72, -7.77)
H (-10.63, -30.54, -9.25)
H (-12.29, -30.83, -9.18)
H (-11.52, -29.91, -7.79)
H (-10.56, -26.23, -11.00)
H (-10.26, -27.80, -11.09)
C (-10.04, -22.34, -7.72)
C (-10.79, -21.00, -7.40)
C (-10.00, -19.77, -7.67)
C (-10.85, -18.52, -7.71)
C (-12.00, -18.64, -8.65)
C (-12.91, -19.87, -8.36)
N (-11.94, -20.95, -8.40)
O (-12.68, -22.19, -8.35)
C (-13.75, -19.75, -7.11)
C (-13.81, -20.07, -9.53)
C (-11.23, -21.08, -5.93)
H (-9.88, -22.45, -8.80)
H (-10.66, -23.13, -7.36)
H (-9.12, -22.45, -7.16)
H (-9.29, -19.62, -6.89)
H (-9.52, -19.83, -8.69)
H (-10.22, -17.70, -8.11)
H (-11.29, -18.29, -6.77)
H (-11.59, -18.81, -9.69)
H (-12.62, -17.76, -8.91)
H (-13.16, -19.37, -6.31)
H (-14.58, -19.07, -7.33)
H (-14.17, -20.72, -6.93)
H (-13.19, -20.15, -10.47)
H (-14.54, -20.79, -9.44)
H (-14.40, -19.10, -9.63)
H (-10.29, -21.32, -5.36)
H (-11.97, -21.88, -5.76)
H (-11.62, -20.06, -5.62)
H (-12.33, -22.63, -9.09)
C (-5.38, -22.35, -14.73)
C (-6.61, -21.65, -14.15)
C (-7.70, -21.54, -15.23)
C (-8.90, -20.82, -14.63)
C (-9.36, -21.81, -13.60)
C (-8.37, -22.02, -12.45)
N (-7.12, -22.49, -13.10)
O (-6.13, -22.76, -12.18)
C (-8.22, -20.79, -11.62)
C (-8.94, -23.15, -11.56)
C (-6.06, -20.26, -13.71)
H (-5.70, -23.40, -14.99)
H (-4.50, -22.30, -14.08)
H (-5.11, -21.89, -15.67)
H (-7.23, -20.94, -16.04)
H (-7.93, -22.55, -15.62)
H (-9.64, -20.70, -15.45)
H (-8.61, -19.78, -14.26)
H (-9.72, -22.72, -14.09)
H (-10.28, -21.33, -13.22)
H (-7.32, -20.96, -11.02)
H (-8.02, -19.79, -12.18)
H (-9.09, -20.64, -10.99)
H (-9.87, -22.74, -11.14)
H (-9.12, -24.04, -12.11)
H (-8.31, -23.42, -10.69)
H (-5.93, -20.24, -12.64)
H (-6.80, -19.49, -13.86)
H (-5.16, -19.91, -14.30)
H (-6.23, -23.72, -11.97)
C (-10.96, -25.59, -13.88)
C (-12.41, -25.19, -13.76)
C (-13.10, -25.34, -15.18)
C (-14.57, -25.24, -15.09)
C (-15.17, -26.41, -14.35)
C (-14.53, -26.49, -12.94)
N (-13.06, -26.39, -13.04)
O (-12.58, -26.39, -11.66)
C (-15.09, -25.46, -11.98)
C (-14.88, -27.90, -12.29)
C (-12.56, -23.84, -13.08)
H (-10.45, -24.86, -14.57)
H (-10.90, -26.59, -14.32)
H (-10.35, -25.53, -12.94)
H (-12.66, -24.48, -15.75)
H (-12.79, -26.25, -15.62)
H (-14.99, -25.26, -16.11)
H (-14.81, -24.27, -14.67)
H (-15.04, -27.37, -14.85)
H (-16.22, -26.29, -14.12)
H (-16.21, -25.58, -11.78)
H (-14.61, -25.70, -11.00)
H (-14.98, -24.46, -12.41)
H (-14.70, -27.92, -11.26)
H (-15.91, -28.11, -12.58)
H (-14.29, -28.72, -12.71)
H (-12.04, -23.08, -13.68)
H (-12.32, -23.77, -12.03)
H (-13.61, -23.56, -13.08)
H (-12.39, -27.32, -11.53)
C (-12.12, -25.35, -5.77)
C (-13.51, -25.73, -5.51)
C (-13.72, -25.99, -4.07)
C (-15.21, -26.14, -3.66)
C (-16.00, -24.93, -4.06)
C (-15.84, -24.59, -5.58)
N (-14.37, -24.53, -5.84)
O (-14.28, -24.25, -7.15)
C (-16.65, -25.62, -6.35)
C (-16.42, -23.13, -5.77)
C (-13.82, -27.00, -6.35)
H (-11.72, -24.58, -5.12)
H (-12.02, -25.09, -6.81)
H (-11.54, -26.26, -5.66)
H (-13.21, -26.94, -3.80)
H (-13.20, -25.30, -3.44)
H (-15.34, -26.19, -2.62)
H (-15.65, -27.03, -4.08)
H (-15.59, -24.08, -3.50)
H (-17.05, -25.19, -3.84)
H (-16.46, -25.60, -7.48)
H (-16.38, -26.61, -5.99)
H (-17.72, -25.52, -6.14)
H (-17.40, -23.04, -5.40)
H (-15.85, -22.39, -5.14)
H (-16.26, -22.78, -6.77)
H (-13.11, -27.79, -6.25)
H (-13.85, -26.79, -7.44)
H (-14.75, -27.43, -6.08)
H (-13.81, -23.42, -7.23)
C (-9.05, -27.13, -2.32)
C (-8.23, -26.06, -3.10)
C (-6.89, -25.77, -2.48)
C (-5.84, -26.90, -2.71)
C (-5.64, -26.83, -4.23)
C (-6.91, -27.26, -4.98)
N (-8.03, -26.37, -4.56)
O (-9.24, -26.65, -5.18)
C (-6.72, -26.95, -6.41)
C (-7.25, -28.82, -4.83)
C (-9.11, -24.83, -3.12)
H (-9.08, -26.93, -1.27)
H (-8.60, -28.13, -2.48)
H (-10.01, -27.13, -2.72)
H (-6.53, -24.84, -2.94)
H (-7.03, -25.63, -1.42)
H (-6.23, -27.85, -2.38)
H (-4.99, -26.54, -2.10)
H (-4.76, -27.37, -4.57)
H (-5.53, -25.76, -4.47)
H (-6.64, -25.91, -6.63)
H (-5.93, -27.56, -6.82)
H (-7.69, -27.25, -6.85)
H (-8.11, -29.25, -5.33)
H (-6.36, -29.33, -5.21)
H (-7.37, -29.17, -3.74)
H (-10.02, -24.95, -3.65)
H (-8.60, -24.06, -3.72)
H (-9.29, -24.51, -2.07)
H (-9.50, -27.65, -5.03)
C (-13.85, -30.44, -2.53)
C (-13.02, -31.75, -2.50)
C (-13.66, -32.84, -3.39)
C (-13.48, -32.49, -4.86)
C (-12.01, -32.43, -5.18)
C (-11.23, -31.42, -4.32)
N (-11.60, -31.63, -2.92)
O (-10.91, -30.55, -2.27)
C (-9.64, -31.69, -4.37)
C (-11.50, -29.97, -4.81)
C (-12.97, -32.25, -1.03)
H (-14.86, -30.65, -2.18)
H (-14.03, -30.15, -3.54)
H (-13.37, -29.64, -1.93)
H (-13.17, -33.80, -3.11)
H (-14.69, -32.92, -2.98)
H (-14.07, -31.59, -5.07)
H (-13.91, -33.31, -5.44)
H (-11.84, -32.17, -6.25)
H (-11.59, -33.40, -5.02)
H (-9.36, -32.79, -4.32)
H (-9.40, -31.24, -5.32)
H (-9.14, -30.99, -3.61)
H (-11.12, -29.24, -4.10)
H (-11.13, -29.91, -5.83)
H (-12.53, -29.82, -4.98)
H (-12.59, -31.46, -0.39)
H (-12.24, -33.09, -0.88)
H (-13.97, -32.55, -0.66)
H (-10.41, -31.00, -1.59)
C (-6.98, -30.45, -12.65)
C (-6.50, -29.33, -11.77)
C (-4.92, -29.61, -11.55)
C (-4.22, -28.50, -10.83)
C (-4.41, -27.21, -11.58)
C (-5.91, -26.95, -11.98)
N (-6.60, -28.13, -12.53)
O (-7.94, -27.78, -12.81)
C (-6.50, -26.23, -10.75)
C (-5.89, -26.00, -13.20)
C (-7.34, -29.33, -10.46)
H (-6.36, -30.46, -13.51)
H (-7.98, -30.30, -13.08)
H (-6.93, -31.33, -12.09)
H (-4.82, -30.64, -11.08)
H (-4.49, -29.82, -12.54)
H (-3.13, -28.69, -10.74)
H (-4.63, -28.43, -9.82)
H (-3.94, -27.41, -12.58)
H (-4.09, -26.36, -10.98)
H (-6.34, -26.86, -9.88)
H (-5.95, -25.31, -10.53)
H (-7.54, -25.83, -10.82)
H (-5.85, -26.68, -14.03)
H (-6.79, -25.38, -13.33)
H (-5.00, -25.35, -13.27)
H (-6.90, -28.93, -9.53)
H (-7.56, -30.38, -10.13)
H (-8.34, -28.92, -10.74)
H (-8.36, -27.29, -12.08)
C (-9.55, -32.99, -8.09)
C (-8.73, -34.24, -8.29)
C (-9.42, -35.47, -7.69)
C (-8.83, -36.78, -8.07)
C (-8.91, -36.85, -9.63)
C (-8.13, -35.68, -10.32)
N (-8.59, -34.43, -9.76)
O (-7.73, -33.42, -10.32)
C (-6.60, -35.90, -10.25)
C (-8.47, -35.78, -11.82)
C (-7.30, -34.05, -7.65)
H (-9.00, -32.15, -8.53)
H (-10.54, -33.07, -8.56)
H (-9.69, -32.73, -7.02)
H (-9.37, -35.29, -6.60)
H (-10.57, -35.40, -7.99)
H (-7.74, -36.66, -7.86)
H (-9.20, -37.66, -7.50)
H (-9.96, -36.74, -10.03)
H (-8.42, -37.78, -10.09)
H (-6.14, -36.17, -9.31)
H (-6.04, -35.09, -10.61)
H (-6.39, -36.86, -10.76)
H (-8.32, -36.82, -12.11)
H (-7.80, -35.13, -12.45)
H (-9.50, -35.46, -12.11)
H (-6.62, -33.43, -8.27)
H (-7.41, -33.57, -6.68)
H (-6.87, -35.02, -7.52)
H (-8.38, -32.91, -10.89)
C (-15.43, -31.24, -11.93)
C (-15.21, -32.36, -10.82)
C (-16.21, -33.51, -11.02)
C (-15.85, -34.84, -10.47)
C (-14.46, -35.24, -10.85)
C (-13.39, -34.17, -10.52)
N (-13.86, -32.93, -11.11)
O (-12.96, -31.89, -10.70)
C (-13.26, -34.24, -8.91)
C (-12.06, -34.46, -11.10)
C (-15.37, -31.63, -9.47)
H (-14.78, -30.34, -11.74)
H (-16.48, -30.98, -12.04)
H (-15.07, -31.72, -12.83)
H (-17.19, -33.21, -10.68)
H (-16.28, -33.67, -12.15)
H (-16.55, -35.58, -10.85)
H (-16.04, -34.91, -9.37)
H (-14.27, -35.36, -11.93)
H (-14.16, -36.18, -10.35)
H (-12.52, -34.96, -8.59)
H (-12.97, -33.24, -8.65)
H (-14.15, -34.50, -8.40)
H (-12.10, -34.32, -12.22)
H (-11.26, -33.88, -10.60)
H (-11.87, -35.52, -10.91)
H (-16.40, -31.59, -9.12)
H (-14.91, -30.65, -9.46)
H (-14.84, -32.11, -8.58)
H (-12.43, -31.75, -11.52)

F_max	4.00	eV/A
electronic energy	-4647.278648	Eh
charge	0
HOMO	-0.302	Eh
energy relative to the best compared isomer or geometry (same formula, charge and spin)	2.662	eV
HOMO-LUMO gap	0.32015	Eh
SMILES	CC1(C)CCCC(C)(C)N1O.CC1(C)CCCC(C)(C)N1O.CC1(C)CCCC(C)(C)N1O.CC1(C)CCCC(C)(C)N1O.CC1(C)CCCC(C)(C)N1O.CC1(C)CCCC(C)(C)N1O.CC1(C)CCCC(C)(C)N1O.CC1(C)CCCC(C)(C)N1O.CC1(C)CCCC(C)(C)N1O.COC[C@H](C)N



No. 4
ORCA calculation (ωB97M-V/def2-TZVPD) on C27H31CrN4O8S2 as an isolated structure.

Element x y z (Å)
Cr (12.16, 11.29, 14.15)
O (10.34, 7.11, 18.34)
C (10.59, 7.96, 17.51)
C (10.65, 7.75, 15.90)
O (10.25, 6.80, 15.24)
C (11.23, 8.99, 15.48)
C (11.49, 9.92, 16.48)
O (11.98, 11.06, 16.14)
C (11.19, 9.41, 17.82)
O (11.36, 9.93, 18.91)
O (11.56, 9.27, 14.25)
C (16.53, 11.54, 8.72)
C (17.32, 11.36, 10.00)
C (16.77, 12.10, 11.27)
C (15.27, 11.98, 11.51)
N (14.79, 10.62, 11.77)
C (14.87, 10.00, 12.98)
S (14.65, 10.86, 14.45)
N (14.95, 8.66, 12.96)
C (14.90, 7.77, 14.11)
C (16.13, 7.84, 15.03)
C (17.34, 7.11, 14.50)
C (18.12, 7.87, 13.40)
H (17.03, 11.02, 7.90)
H (16.44, 12.59, 8.43)
H (15.50, 11.07, 8.75)
H (18.36, 11.63, 9.81)
H (17.41, 10.26, 10.21)
H (16.97, 13.18, 11.25)
H (17.26, 11.71, 12.16)
H (14.69, 12.36, 10.65)
H (14.97, 12.58, 12.37)
H (14.63, 10.03, 10.93)
H (15.00, 8.29, 12.03)
H (14.85, 6.76, 13.67)
H (13.95, 7.98, 14.64)
H (15.77, 7.39, 15.99)
H (16.32, 8.89, 15.27)
H (17.00, 6.18, 14.02)
H (18.00, 6.80, 15.29)
H (17.54, 8.01, 12.49)
H (19.06, 7.38, 13.11)
H (18.42, 8.83, 13.79)
O (7.39, 18.14, 13.32)
C (7.32, 16.95, 13.99)
O (6.30, 16.62, 14.58)
C (8.58, 16.13, 14.07)
C (9.85, 16.71, 13.96)
C (10.97, 15.92, 14.11)
C (10.87, 14.51, 14.20)
S (12.41, 13.69, 14.23)
C (9.59, 13.95, 14.28)
C (8.45, 14.76, 14.25)
H (7.99, 18.15, 12.56)
H (9.88, 17.79, 13.86)
H (11.96, 16.36, 14.22)
H (9.49, 12.85, 14.43)
H (7.45, 14.40, 14.45)
N (11.95, 11.19, 7.13)
C (12.54, 10.52, 8.17)
O (13.46, 9.77, 7.92)
C (12.03, 10.82, 9.52)
C (11.75, 9.71, 10.37)
C (11.36, 9.94, 11.65)
N (11.30, 11.17, 12.21)
C (11.36, 12.23, 11.35)
C (11.68, 12.09, 10.00)
H (12.18, 10.76, 6.25)
H (11.02, 11.57, 7.23)
H (12.11, 8.68, 10.04)
H (11.00, 9.13, 12.27)
H (11.22, 13.22, 11.83)
H (11.76, 13.01, 9.42)

multiplicity	5
F_max	2.74	eV/A
electronic energy	-3709.426599	Eh
charge	-1
HOMO (alpha / beta)	-0.153 / -0.164	Eh
energy relative to the best compared isomer or geometry (same formula, charge and spin)	0.000	eV
<S²>	6.02
HOMO-LUMO gap (alpha / beta)	0.19565 / 0.20654	Eh